Record 1
DFT (wB97M-V/def2-TZVPD) results for a structure of composition C28H41AuBrN3O2SbSi3.

Calculated values
Largest force on an atom = 0.008 hartree/bohr
E = -5224.6046 Ha
Orbital gap = 6.947 eV
ΔE to the lowest compared entry with this formula, charge and spin = 0.0 kcal per mole
Net charge = +1

Each line ends with the Löwdin charge.
Atoms and positions in Å:
Au  -1.66  -0.08  0.52  1.20
Br  -2.59  -3.10  -1.89  0.87
C  -3.97  -2.19  -0.99  -0.70
C  -5.27  -2.63  -1.18  -0.09
C  -6.29  -1.94  -0.57  -0.01
C  -6.00  -0.80  0.16  0.03
C  -4.68  -0.43  0.29  -0.17
N  -3.66  -1.13  -0.24  0.02
C  -4.35  0.87  0.99  -0.54
O  -5.23  1.53  1.49  0.13
O  -3.08  1.23  1.02  -0.23
H  -5.45  -3.50  -1.80  0.11
H  -7.32  -2.26  -0.70  0.13
H  -6.75  -0.18  0.62  0.13
C  1.30  -0.58  2.65  -0.31
Sb  1.72  0.76  0.99  1.46
C  -0.33  1.51  0.93  -0.52
C  -0.47  2.47  -0.22  -0.45
C  -1.66  3.09  -0.61  -0.05
C  -1.64  4.01  -1.64  -0.03
C  -0.43  4.34  -2.23  -0.03
C  0.71  3.70  -1.78  -0.13
N  0.69  2.77  -0.82  0.05
Si  -0.80  2.40  2.61  0.46
C  0.82  3.17  3.16  -0.19
C  -1.98  3.82  2.36  -0.16
C  -1.44  1.26  3.94  -0.17
C  1.78  -0.86  -0.54  -0.54
C  0.82  -1.95  -0.19  -0.38
C  1.16  -3.29  -0.42  -0.03
C  0.48  -4.33  0.17  -0.02
C  -0.60  -4.04  0.99  -0.06
C  -1.01  -2.73  1.05  -0.19
N  -0.35  -1.71  0.45  -0.07
Si  3.65  -1.39  -0.27  0.43
C  4.80  0.00  -0.77  -0.19
C  3.99  -1.77  1.54  -0.19
C  4.29  -2.93  -1.15  -0.17
Si  1.52  -0.30  -2.37  0.46
C  1.95  -1.68  -3.56  -0.16
C  2.59  1.16  -2.87  -0.18
C  -0.30  0.03  -2.68  -0.17
H  1.82  -0.21  3.53  0.02
H  1.65  -1.58  2.44  -0.01
H  0.24  -0.61  2.85  -0.02
H  -2.58  2.86  -0.10  0.09
H  -2.56  4.48  -1.96  0.12
H  -0.37  5.07  -3.02  0.11
H  1.68  3.93  -2.20  0.11
H  1.29  3.75  2.36  0.04
H  1.56  2.45  3.53  0.01
H  0.61  3.86  3.98  0.04
H  -1.60  4.56  1.66  0.04
H  -2.07  4.31  3.33  0.05
H  -2.98  3.51  2.05  0.03
H  -0.67  0.62  4.37  0.02
H  -2.26  0.64  3.59  0.02
H  -1.83  1.89  4.74  0.05
H  2.02  -3.50  -1.04  0.08
H  0.80  -5.35  0.01  0.13
H  -1.15  -4.80  1.53  0.12
H  -1.90  -2.47  1.61  0.11
H  4.46  0.99  -0.48  0.01
H  5.00  0.00  -1.84  0.03
H  5.75  -0.19  -0.27  0.05
H  3.88  -0.92  2.21  0.02
H  5.03  -2.08  1.58  0.05
H  3.39  -2.59  1.93  0.04
H  4.02  -3.02  -2.20  0.02
H  4.03  -3.85  -0.63  0.04
H  5.38  -2.84  -1.11  0.05
H  3.02  -1.86  -3.63  0.02
H  1.62  -1.35  -4.55  0.05
H  1.44  -2.62  -3.36  0.04
H  3.51  0.81  -3.34  0.03
H  2.83  1.83  -2.06  0.01
H  2.04  1.72  -3.63  0.04
H  -0.84  -0.92  -2.70  -0.02
H  -0.42  0.49  -3.67  0.05
H  -0.78  0.68  -1.96  -0.01



Record 2
DFT (wB97M-V/def2-TZVPD) results for an isolated molecule of C3H7NOS in a non-equilibrium geometry.

Calculated values
Largest force on an atom = 0.091 hartree/bohr
E = -646.6544 Ha
Orbital gap = 9.115 eV
ΔE to the lowest compared entry with this formula, charge and spin = 36.1 kcal per mole

Each line ends with the Löwdin charge.
Atoms and positions in Å:
C  0.54  1.22  0.46  -0.10
C  0.07  0.15  -0.54  -0.41
N  0.96  -1.01  -0.54  0.02
C  -1.46  -0.28  0.06  -0.92
O  -1.57  -1.42  0.65  0.02
S  -2.68  0.68  -0.15  0.77
H  1.51  1.64  0.02  0.10
H  0.76  0.63  1.45  0.11
H  -0.28  1.95  0.78  0.08
H  -0.09  0.56  -1.48  0.09
H  1.79  -0.79  -0.01  0.06
H  1.23  -1.41  -1.47  0.11
H  -0.79  -1.93  0.76  0.08



Record 3
DFT (wB97M-V/def2-TZVPD) results for a cluster of 2 separate species, C11H12F2N3O3P in total in a non-equilibrium geometry.

Calculated values
Largest force on an atom = 0.145 hartree/bohr
E = -1356.6009 Ha
Orbital gap = 3.227 eV

Each line ends with the Löwdin charge.
Atoms and positions in Å:
C  1.74  -4.18  -0.22  0.07
C  1.69  -3.15  -1.04  -0.10
C  1.65  -1.77  -1.92  -0.10
C  1.03  -0.64  -0.90  -0.03
C  1.99  0.34  -0.15  -0.01
F  3.39  0.25  -0.41  0.02
C  1.36  1.38  0.86  0.06
C  2.22  2.42  1.74  -0.13
O  3.62  2.53  1.36  -0.16
N  3.93  3.82  1.00  0.01
O  3.58  3.91  -0.16  0.06
C  -0.23  1.39  1.05  -0.02
F  -0.90  2.30  1.94  0.01
C  -1.10  0.33  0.22  -0.11
P  -3.00  0.24  0.43  0.75
N  -3.82  1.17  -0.60  -0.34
N  -0.43  -0.63  -0.71  -0.04
C  -1.33  -1.61  -1.44  -0.17
C  -1.94  -1.13  -2.70  0.07
H  1.71  -4.76  0.79  0.07
H  0.97  -1.97  -2.83  0.11
H  2.75  -1.53  -2.19  0.13
H  1.74  3.47  1.78  0.15
H  2.20  2.01  2.83  0.16
H  -3.25  0.59  1.82  0.00
H  -3.45  -1.13  0.27  0.03
H  -4.44  0.52  -1.13  -0.05
H  -1.54  -2.68  -1.04  0.14
H  -2.97  -0.60  -2.60  0.07
H  -1.46  -1.32  -3.75  0.09
O  -2.63  -0.21  3.66  -0.56
H  -3.06  0.58  3.98  -0.18



Record 4
DFT (wB97M-V/def2-TZVPD) results for a structure of composition C3H8Cl3MnO2 in a non-equilibrium geometry.

Calculated values
Expectation value of S² = 8.7577
Largest force on an atom = 0.051 hartree/bohr
Spin multiplicity = 6
E = -2800.8112 Ha
Orbital gap (alpha / beta) = 4.437 / 4.431 eV
ΔE to the lowest compared entry with this formula, charge and spin = 0.0 kcal per mole
Net charge = +1

Each line ends with the Mulliken spin population.
Atoms and positions in Å:
Mn  -0.17  -4.44  1.86  4.93
Cl  -0.81  -2.70  0.44  0.07
C  1.96  0.86  -1.46  0.00
C  0.56  0.47  -1.05  0.00
O  0.42  0.45  0.38  0.00
O  2.90  -0.17  -1.15  0.00
H  2.26  1.77  -0.95  0.00
H  1.98  1.02  -2.54  0.00
H  0.31  -0.52  -1.44  0.00
H  -0.09  1.28  -1.39  0.00
H  0.74  -0.39  0.69  0.00
H  3.80  0.15  -1.18  0.00
C  -2.63  0.40  1.49  0.00
Cl  -4.37  -0.05  1.35  0.00
Cl  -2.41  1.75  2.59  0.00
H  -2.17  -0.50  1.88  0.00
H  -2.30  0.63  0.49  0.00



Record 5
DFT (wB97M-V/def2-TZVPD) results for a cluster of 2 separate species, C5H13NO in total in a non-equilibrium geometry.

Calculated values
Largest force on an atom = 0.089 hartree/bohr
E = -328.2142 Ha
Orbital gap = 8.746 eV
ΔE to the lowest compared entry with this formula, charge and spin = 65.7 kcal per mole

Each line ends with the Löwdin charge.
Atoms and positions in Å:
C  -1.06  1.22  1.54  -0.08
C  -0.95  0.02  0.66  -0.13
C  0.21  -0.71  0.48  -0.44
C  1.43  -0.50  1.36  -0.05
N  0.10  -1.99  -0.13  0.06
H  -1.99  1.75  1.35  0.08
H  -1.02  0.91  2.59  0.08
H  -0.24  1.92  1.38  0.08
H  -1.84  -0.33  0.16  0.12
H  2.30  -0.95  0.89  0.07
H  1.30  -0.94  2.35  0.09
H  1.64  0.57  1.48  0.07
H  0.97  -2.47  -0.30  0.07
H  -0.53  -2.62  0.36  0.08
C  -0.11  0.69  -2.75  -0.20
O  -0.35  1.12  -1.43  -0.24
H  -0.74  1.27  -3.43  0.07
H  0.93  0.95  -3.01  0.07
H  -0.28  -0.39  -2.85  0.07
H  0.23  0.47  -0.69  0.12